No. 1
C19H28CoO7P2S2Se | ωB97M-V/def2-TZVPD

Atoms and positions in Å:
Co 0.261 -0.823 -1.164
C -4.374 2.028 0.396
C -3.815 0.736 0.935
C -3.110 0.700 2.136
C -2.550 -0.485 2.604
C -1.704 -0.524 3.848
C -2.718 -1.647 1.860
C -3.419 -1.640 0.660
C -3.528 -2.893 -0.165
C -3.962 -0.440 0.212
H -5.467 2.044 0.448
H -4.093 2.160 -0.651
H -4.000 2.885 0.960
H -2.964 1.621 2.697
H -2.169 -1.143 4.621
H -1.553 0.477 4.260
H -0.735 -0.970 3.605
H -2.235 -2.566 2.180
H -4.572 -3.215 -0.246
H -2.929 -3.690 0.273
H -3.143 -2.709 -1.169
H -4.460 -0.412 -0.753
C 3.298 -2.053 -1.923
P 2.461 -0.996 -0.707
C 3.380 -1.341 0.829
C 3.068 0.713 -1.035
C 4.362 1.015 -1.447
C 4.748 2.332 -1.650
C 3.843 3.362 -1.428
C 2.555 3.071 -1.001
C 2.162 1.753 -0.800
P 0.485 1.213 -0.296
C -0.600 2.627 -0.637
C 0.565 1.229 1.529
H 4.385 -1.968 -1.868
H 2.934 -1.788 -2.914
H 2.993 -3.070 -1.669
H 4.440 -1.136 0.656
H 3.205 -2.384 1.090
H 3.003 -0.718 1.637
H 5.070 0.216 -1.633
H 5.751 2.555 -1.995
H 4.135 4.391 -1.603
H 1.845 3.875 -0.851
H -0.292 3.518 -0.085
H -1.601 2.330 -0.319
H -0.615 2.800 -1.713
H 1.081 2.114 1.909
H 1.026 0.305 1.884
H -0.465 1.218 1.889
O 0.675 -2.053 2.025
Se 0.335 -3.210 0.910
O -0.673 -4.343 1.501
O -0.457 -2.462 -0.371
O 1.728 -3.840 0.317
O -0.098 1.765 -3.631
S -0.245 0.312 -3.696
O 0.971 -0.363 -3.117
O -0.565 -0.180 -5.021
S -1.656 -0.300 -2.317

Results
- Total energy: -177713.8889 eV
- ΔE to the lowest compared entry with this formula, charge and spin: 0.0 kJ/mol
- Net charge: -2
- Kohn-Sham gap (alpha / beta): 6.6 / 6.8 eV
- E_LUMO (alpha / beta): 4.6004 / 4.5981 eV
- Multiplicity: 2

---

No. 2
C19H28F4O14S | ωB97M-V/def2-TZVPD

Atoms and positions in Å:
C 1.860 -3.068 1.234
O 2.849 -2.461 0.433
C 2.327 -1.615 -0.553
C 1.715 -0.287 -0.039
C 0.175 -0.222 -0.110
C -0.552 -0.238 1.228
C -2.072 -0.189 1.035
S -2.878 -1.787 1.371
O 2.196 -0.048 1.269
C 2.294 1.326 1.574
H 1.342 -2.333 1.854
H 2.364 -3.776 1.888
H 1.127 -3.597 0.614
H 3.158 -1.395 -1.221
H 1.564 -2.149 -1.133
H 2.104 0.500 -0.695
H -0.130 0.682 -0.644
H -0.192 -1.065 -0.704
H -0.291 -1.137 1.784
H -0.248 0.612 1.839
H -2.536 0.540 1.693
H -2.320 0.083 0.012
H -3.260 -2.084 0.130
H 2.355 1.416 2.657
H 1.422 1.875 1.210
H 3.204 1.752 1.141
O -1.966 -4.132 -1.788
C -1.447 -5.098 -1.337
O -0.264 -5.107 -0.692
C -0.058 -6.405 -0.125
C -0.961 -7.272 -0.984
F -1.542 -8.272 -0.285
O -1.957 -6.355 -1.405
H -0.403 -6.408 0.909
H 0.993 -6.671 -0.173
H -0.481 -7.699 -1.866
O -1.172 2.991 1.236
C -0.686 3.650 2.090
O -0.035 3.167 3.171
C 0.581 4.260 3.864
C -0.258 5.436 3.402
F 0.469 6.572 3.255
O -0.704 5.013 2.127
H 1.607 4.365 3.519
H 0.558 4.091 4.936
H -1.124 5.660 4.026
O 5.819 7.020 -0.755
C 4.832 6.795 -0.149
O 3.576 6.816 -0.657
C 2.670 6.312 0.326
C 3.445 6.533 1.610
F 3.229 5.542 2.518
O 4.785 6.481 1.182
H 2.508 5.246 0.160
H 1.726 6.846 0.280
H 3.257 7.489 2.100
O -5.764 -3.496 -7.095
C -5.180 -3.212 -6.107
O -4.298 -4.011 -5.463
C -3.664 -3.257 -4.423
C -4.666 -2.146 -4.185
F -4.077 -0.966 -3.874
O -5.308 -2.029 -5.439
H -2.725 -2.843 -4.795
H -3.475 -3.877 -3.555
H -5.417 -2.365 -3.423

Results
- Total energy: -70526.4162 eV
- Net charge: 0
- Kohn-Sham gap: 9.2 eV
- Structure (SMILES): COC[C@@H](CCCS)OC.O=C1OC[C@@H](F)O1.O=C1OC[C@@H](F)O1.O=C1OC[C@@H](F)O1.O=C1OC[C@@H](F)O1
- E_LUMO: 0.3288 eV

---

No. 3
C19H28FN4O | ωB97M-V/def2-TZVPD

Atoms and positions in Å:
C 3.670 1.133 -3.202
C 2.558 1.780 -2.369
C 1.215 1.675 -3.051
F 0.265 2.510 -2.464
C 0.551 0.308 -3.092
N -0.575 0.172 -3.684
C -1.061 -1.200 -3.852
C 0.081 -2.042 -3.233
N 0.647 -2.910 -4.236
C 1.022 -1.008 -2.548
C 0.982 -1.061 -0.988
C 0.143 -0.025 -0.226
O -0.436 -0.716 0.845
H 3.308 0.330 -3.849
H 4.147 1.867 -3.851
H 4.447 0.702 -2.573
H 2.509 1.375 -1.361
H 2.744 2.849 -2.262
H 1.323 1.996 -4.095
H -1.080 0.979 -4.043
H -2.030 -1.302 -3.363
H -1.178 -1.418 -4.911
H -0.329 -2.673 -2.445
H 1.236 -2.430 -4.909
H 1.192 -3.664 -3.834
H 2.048 -1.178 -2.885
H 0.524 -2.020 -0.739
H 1.999 -1.092 -0.602
H 0.763 0.796 0.148
H -0.628 0.423 -0.874
H -0.975 -0.079 1.377
N 0.967 -3.069 4.305
C 0.177 -2.235 3.635
C -0.661 -1.314 4.226
C -0.690 -1.208 5.606
C 0.117 -2.077 6.326
C 0.917 -2.983 5.634
H 0.183 -2.256 2.550
H -1.240 -0.695 3.558
H -1.322 -0.487 6.108
H 0.136 -2.059 7.407
H 1.555 -3.667 6.182
N -1.830 1.191 1.733
C -2.542 1.748 0.752
C -3.269 2.917 0.904
C -3.267 3.545 2.140
C -2.537 2.977 3.172
C -1.839 1.809 2.919
H -2.534 1.234 -0.204
H -3.826 3.321 0.070
H -3.827 4.458 2.295
H -2.508 3.423 4.156
H -1.243 1.349 3.696

Results
- Total energy: -30875.6701 eV
- Net charge: +1
- Kohn-Sham gap: 7.2 eV
- E_LUMO: -3.9985 eV

---

No. 4
C19H28FSiSn | ωB97M-V/def2-TZVPD

Atoms and positions in Å:
C 0.053 -2.993 -2.286
Si -1.158 -3.228 -0.778
C -0.077 -3.803 0.642
H 1.347 0.119 -0.690
C -2.948 -2.966 -0.849
Sn -2.984 -0.801 -0.094
C -5.156 -0.519 -0.159
C -2.601 -0.379 2.014
C -2.399 0.845 -1.406
H -0.158 -3.793 -3.023
H -0.059 -2.012 -2.777
H 1.095 -3.083 -1.921
H -0.208 -4.903 0.711
H 0.989 -3.597 0.432
H -0.298 -3.389 1.637
H -3.415 -2.901 -1.853
H -3.596 -3.607 -0.218
H -5.443 0.461 0.245
H -5.483 -0.589 -1.203
H -5.632 -1.312 0.430
H -2.671 0.699 2.226
H -3.366 -0.905 2.601
H -1.607 -0.740 2.319
H -2.729 1.815 -1.002
H -1.309 0.898 -1.542
H -2.879 0.689 -2.380
F -1.191 5.524 0.588
C -0.645 4.277 0.373
C -0.986 3.240 1.250
C -0.263 2.054 1.195
C 0.765 1.924 0.252
C 1.542 0.623 0.246
C 3.059 0.538 0.374
C 3.583 -0.701 0.802
C 4.962 -0.865 0.919
C 5.834 0.140 0.473
C 5.302 1.323 -0.024
C 3.920 1.543 -0.067
C 0.952 2.898 -0.753
C 0.225 4.091 -0.691
H -1.745 3.332 2.018
H -0.483 1.242 1.893
H 1.184 0.028 1.122
H 2.907 -1.529 1.021
H 5.397 -1.798 1.304
H 6.912 -0.011 0.505
H 5.959 2.094 -0.399
H 3.515 2.465 -0.479
H 1.673 2.707 -1.553
H 0.314 4.857 -1.445

Results
- Total energy: -36580.1473 eV
- ΔE to the lowest compared entry with this formula, charge and spin: 280.7 kJ/mol
- Net charge: -1
- Kohn-Sham gap: 2.9 eV
- E_LUMO: 2.8265 eV

---

No. 5
C19H28N2O2 | ωB97M-V/def2-TZVPD

Atoms and positions in Å:
C 4.069 5.281 -5.986
O 3.264 5.415 -4.840
C 3.199 4.379 -3.964
C 3.870 3.167 -4.102
C 3.723 2.186 -3.141
C 2.915 2.371 -2.019
C 2.808 1.305 -1.046
C 2.110 1.302 0.096
C 2.121 0.113 0.969
O 2.749 -0.901 0.721
N 1.380 0.252 2.101
C 1.181 -0.824 3.041
C -0.258 -1.343 3.028
C -0.613 -1.981 1.683
N -2.021 -2.314 1.619
C -2.392 -3.484 2.399
C -3.575 -3.152 3.311
C -4.895 -3.008 2.558
C -4.824 -2.043 1.375
C -4.035 -2.615 0.195
C -2.532 -2.324 0.264
C 2.246 3.594 -1.894
C 2.384 4.577 -2.845
H 3.968 6.220 -6.528
H 5.121 5.127 -5.723
H 3.729 4.458 -6.623
H 4.507 2.979 -4.952
H 4.250 1.251 -3.261
H 3.364 0.401 -1.270
H 1.522 2.148 0.421
H 0.820 1.080 2.227
H 1.873 -1.617 2.748
H 1.442 -0.476 4.047
H -0.951 -0.520 3.216
H -0.373 -2.068 3.834
H 0.037 -2.855 1.506
H -0.401 -1.257 0.892
H -1.546 -3.786 3.022
H -2.639 -4.337 1.755
H -3.681 -3.935 4.066
H -3.348 -2.216 3.823
H -5.214 -3.989 2.195
H -5.657 -2.657 3.259
H -5.844 -1.832 1.046
H -4.370 -1.105 1.694
H -4.408 -2.187 -0.739
H -4.210 -3.691 0.142
H -1.998 -3.054 -0.374
H -2.346 -1.328 -0.150
H 1.610 3.776 -1.042
H 1.869 5.520 -2.752

Results
- Total energy: -27232.3795 eV
- ΔE to the lowest compared entry with this formula, charge and spin: 203.6 kJ/mol
- Net charge: 0
- Kohn-Sham gap: 8.5 eV
- Structure (SMILES): COc1ccc(/C=C/C(=O)NCCCN2CCCCCC2)cc1
- E_LUMO: 0.4027 eV

---

No. 6
C19H28N5OPbS | ωB97M-V/def2-TZVPD

Atoms and positions in Å:
Pb -0.069 0.044 -0.194
C -1.894 0.816 3.019
C -0.721 -0.165 3.134
C -1.001 -1.155 4.266
C 0.550 0.619 3.445
C -0.596 -0.936 1.812
H -2.065 1.334 3.965
H -2.816 0.296 2.749
H -1.694 1.577 2.256
H -1.210 -0.629 5.201
H -0.140 -1.807 4.434
H -1.863 -1.784 4.034
H 0.413 1.247 4.328
H 0.813 1.267 2.608
H 1.393 -0.053 3.636
H -1.516 -1.499 1.622
N -1.214 -3.333 -1.728
C -2.244 -2.452 -1.647
N -2.145 -1.268 -1.121
C -3.378 -0.606 -1.171
C -3.627 0.678 -0.697
C -4.898 1.205 -0.832
C -5.923 0.468 -1.427
C -5.692 -0.815 -1.891
C -4.413 -1.336 -1.753
S -3.818 -2.899 -2.240
H -0.281 -2.966 -1.605
H -1.320 -4.151 -2.301
H -2.842 1.257 -0.226
H -5.101 2.206 -0.474
H -6.909 0.902 -1.528
H -6.483 -1.393 -2.349
C 1.481 -3.581 0.770
C 2.144 -2.760 -0.048
C 3.568 -2.800 -0.357
C 3.760 -1.961 -1.392
C 2.475 -1.339 -1.679
C 2.235 -0.321 -2.735
N 1.528 -1.791 -0.890
H 2.045 -4.224 1.435
H 0.431 -3.820 0.650
H 0.191 -1.698 1.932
H 4.285 -3.470 0.093
H 4.676 -1.784 -1.934
H 2.850 -0.532 -3.610
H 2.502 0.676 -2.372
H 1.188 -0.302 -3.029
N 3.249 2.577 2.089
C 3.057 1.492 1.310
N 3.989 0.509 1.377
O 2.061 1.391 0.581
H 4.076 2.715 2.641
H 2.587 3.327 2.013
H 4.838 0.603 1.904
H 3.888 -0.278 0.762

Results
- Total energy: -45734.3024 eV
- ΔE to the lowest compared entry with this formula, charge and spin: 0.0 kJ/mol
- Net charge: +1
- Kohn-Sham gap: 6.6 eV
- E_LUMO: -3.9321 eV

---

No. 7
C19H28NO7SSiV | ωB97M-V/def2-TZVPD

Atoms and positions in Å:
V 0.379 0.928 0.338
C -2.825 2.075 -3.066
Si -2.304 2.104 -1.243
C -3.832 2.389 -0.184
C -1.189 3.593 -1.068
N -1.437 0.694 -0.776
C -1.916 -0.575 -0.856
C -3.176 -0.967 -1.368
C -3.579 -2.292 -1.425
C -2.757 -3.314 -0.974
C -1.510 -2.978 -0.456
C -1.124 -1.658 -0.400
O 0.145 -1.282 0.092
C 0.715 -2.091 1.067
C 0.265 -2.013 2.374
C 0.880 -2.795 3.339
C 1.928 -3.642 2.999
C 2.368 -3.704 1.685
C 1.759 -2.925 0.710
H -3.290 3.028 -3.337
H -3.529 1.278 -3.315
H -1.942 1.946 -3.698
H -4.360 3.296 -0.495
H -3.522 2.516 0.856
H -4.537 1.555 -0.228
H -1.725 4.481 -1.422
H -0.286 3.483 -1.677
H -0.872 3.763 -0.038
H -3.856 -0.199 -1.711
H -4.562 -2.522 -1.821
H -3.074 -4.348 -1.011
H -0.844 -3.745 -0.080
H -0.515 -1.305 2.622
H 0.551 -2.724 4.367
H 2.408 -4.245 3.760
H 3.188 -4.359 1.415
H 2.083 -2.952 -0.323
C 1.446 0.005 -2.500
O 1.509 1.099 -1.598
C 2.822 1.509 -1.220
C 3.463 0.536 -0.246
O 2.538 0.263 0.785
C 3.113 0.076 2.080
H 1.963 0.259 -3.430
H 0.389 -0.169 -2.691
H 1.882 -0.899 -2.070
H 2.685 2.471 -0.729
H 3.450 1.624 -2.111
H 4.372 0.990 0.162
H 3.748 -0.401 -0.743
H 3.697 0.953 2.359
H 3.720 -0.835 2.082
H 2.285 0.000 2.777
O -0.487 3.385 2.915
S 0.559 2.454 2.552
O 1.685 2.427 3.473
O -0.008 1.038 2.376
O 1.059 2.723 1.128

Results
- Total energy: -80385.5599 eV
- ΔE to the lowest compared entry with this formula, charge and spin: 0.0 kJ/mol
- Net charge: -1
- Kohn-Sham gap (alpha / beta): 5.8 / 6.8 eV
- E_LUMO (alpha / beta): 2.4702 / 2.4689 eV
- Multiplicity: 4

---

No. 8
C19H29AuI2O3PPmS2 | ωB97M-V/def2-TZVPD

Atoms and positions in Å:
I 0.095 3.657 -2.694
I -1.056 2.076 -4.769
Pm -1.691 -1.057 -2.531
Au -0.572 0.333 0.166
S -2.277 1.323 -1.397
S 0.661 0.123 -2.123
C -1.440 0.737 1.861
C -4.048 1.135 -0.680
C 2.035 -1.195 -2.263
C -4.979 1.142 -1.881
C -4.354 -0.036 0.241
C -4.025 2.469 0.066
C 2.121 -1.572 -3.733
C 1.892 -2.427 -1.395
C 3.179 -0.299 -1.818
C -3.869 -2.198 -2.430
C -0.938 -3.320 -3.181
O -1.912 1.096 2.859
O -4.944 -2.678 -2.534
O -0.587 -4.345 -3.654
H -4.961 0.178 -2.432
H -4.658 1.931 -2.587
H -6.012 1.348 -1.529
H -4.357 -1.012 -0.281
H -5.378 0.138 0.641
H -3.654 -0.093 1.088
H -3.286 2.440 0.895
H -5.033 2.705 0.447
H -3.692 3.256 -0.648
H 3.074 -2.124 -3.888
H 2.105 -0.649 -4.341
H 1.263 -2.203 -4.046
H 2.840 -3.001 -1.491
H 1.041 -3.075 -1.685
H 1.776 -2.153 -0.337
H 4.143 -0.822 -1.936
H 3.031 -0.015 -0.741
H 3.148 0.640 -2.414
C 1.144 -1.800 1.921
P 1.645 -0.109 1.154
C 1.826 1.748 0.413
C 2.239 0.439 2.774
C 3.659 0.451 2.941
C 4.209 0.723 4.178
C 3.372 0.957 5.281
C 1.971 0.886 5.141
C 1.414 0.613 3.889
H 0.584 -2.432 1.238
H 2.092 -2.298 2.187
H 0.586 -1.617 2.855
H 1.164 2.427 0.969
H 2.867 2.034 0.468
H 1.503 1.771 -0.647
H 4.285 0.218 2.069
H 5.307 0.773 4.285
H 3.810 1.194 6.246
H 1.323 1.061 6.016
H 0.323 0.506 3.798

Results
- Total energy: -93676.2856 eV
- Net charge: +4
- Kohn-Sham gap (alpha / beta): 5.5 / 4.1 eV
- E_LUMO (alpha / beta): -13.7403 / -15.2183 eV
- Multiplicity: 7

---

> total energy of number 7 (C19H28NO7SSiV)?

-80385.5599 eV